This record from the Open Molecules 2025 dataset describes a 2-piece molecular cluster, CH6N2O overall at a distorted geometry. The level of theory is ωB97M-V/def2-TZVPD.

```
10
CH6N2O | the Open Molecules 2025 dataset | ωB97M-V/def2-TZVPD
O 1.1211 -0.4565 -2.1540
N -0.5737 -0.8014 0.7229
N -0.8539 1.4286 1.5338
C -0.2760 0.2973 1.4799
H -1.6101 1.4803 0.8534
H -1.3940 -0.7277 0.1571
H 0.1616 -1.3405 0.2835
H 1.9136 -0.5507 -2.6896
H 0.9072 0.4924 -2.3023
H 0.6043 0.1780 2.1153
```

SMILES: [H]/N=C\N.O

What are the natural (NBO) partial charges on each atom? They are as follows, in elementary charge units: number 1, O, carries -0.9416; number 2, N, carries -0.8307; number 3, N, carries -0.6981; number 4, C, carries 0.2864; number 5, H, carries 0.3117; number 6, H, carries 0.3723; number 7, H, carries 0.4032; number 8, H, carries 0.4698; number 9, H, carries 0.4728; number 10, H, carries 0.1541

=====

This record from the Open Molecules 2025 dataset describes a 2-piece molecular cluster, CH6N2O2 overall at a distorted geometry. The level of theory is ωB97M-V/def2-TZVPD.

```
11
CH6N2O2 | the Open Molecules 2025 dataset | ωB97M-V/def2-TZVPD
O 0.6901 -1.2948 -0.0794
O 0.9839 0.9598 -1.8113
N -1.3549 -0.9671 0.7373
N 0.2951 0.6570 1.1453
C -0.0323 -0.5562 0.5691
H 1.0271 1.1181 0.6467
H -0.5552 1.1985 1.2787
H 1.3296 1.1290 -2.6910
H -1.5644 -1.9577 0.7814
H -2.0705 -0.3434 1.0313
H 1.2515 0.0568 -1.6082
```

SMILES: NC(N)=O.O

What are the natural (NBO) partial charges on each atom? They are as follows, in elementary charge units: number 1, O, carries -0.6690; number 2, O, carries -0.9694; number 3, N, carries -0.8634; number 4, N, carries -0.8208; number 5, C, carries 0.7896; number 6, H, carries 0.4101; number 7, H, carries 0.3753; number 8, H, carries 0.4701; number 9, H, carries 0.4073; number 10, H, carries 0.3763; number 11, H, carries 0.4938

=====

Ordered HOMO energy results: -9.30, -10.01; unit eV.
Ordered energy above the lowest of the compared OMol25 structures with the same formula, charge and spin results: 0.789, 0.445; unit eV.